135
Properties=species:S:1:pos:R:3:forces:R:3 method="wB97M-V/def2-TZVPD" smiles="O=C(I)CBC(F)(F)C(F)F.CCOCC.CCOCC.CCOCC.CCOCC.CCOCC.CCOCC.CCOCC.CCOCC" homo_lumo_gap_ev=8.80 e_homo_ev=-9.20 molar_mass_g_mol=874.77 spin_multiplicity=1
O -1.767 -1.205 2.358 4.918 -1.458 -1.487
C -0.614 -1.541 1.997 -4.438 1.290 -0.150
I 0.797 -2.191 3.530 -0.264 0.181 -0.677
C -0.169 -1.534 0.443 0.751 -0.069 1.193
B -0.750 -0.213 -0.292 0.051 -0.972 0.270
C -0.398 0.252 -1.820 0.094 0.147 0.537
F 0.006 -0.806 -2.678 -0.912 2.160 1.028
F -1.566 0.928 -2.339 2.461 -1.329 0.229
C 0.812 1.325 -1.689 -0.113 -1.197 0.268
F 2.002 0.556 -1.505 -2.151 1.712 -0.482
F 0.616 2.048 -0.475 0.379 -1.149 -2.411
H 0.983 -1.572 0.426 -1.632 -0.010 -0.207
H -0.526 -2.525 -0.004 0.445 1.273 0.436
H -1.464 0.517 0.324 0.142 -0.112 -0.253
H 0.841 1.991 -2.618 0.427 -0.639 1.599
C 5.568 -5.918 3.685 -0.058 0.002 0.150
C 5.464 -4.942 2.525 0.003 -0.014 0.090
O 4.707 -3.779 2.827 -0.184 0.063 -0.083
C 5.191 -2.969 3.892 0.118 -0.031 -0.057
C 6.591 -2.432 3.655 0.104 -0.042 -0.055
H 4.571 -6.224 4.017 0.104 0.010 -0.085
H 6.128 -6.808 3.386 -0.062 0.069 -0.003
H 6.076 -5.477 4.544 0.075 -0.040 -0.047
H 4.955 -5.437 1.694 -0.104 0.216 0.041
H 6.456 -4.663 2.155 0.070 -0.018 0.062
H 5.133 -3.517 4.839 0.084 -0.019 0.019
H 4.500 -2.126 3.982 -0.081 -0.174 -0.170
H 7.327 -3.233 3.564 -0.017 0.017 0.092
H 6.897 -1.789 4.484 -0.051 0.015 -0.073
H 6.626 -1.850 2.730 -0.032 0.005 0.098
C -7.356 0.782 -4.589 0.005 0.156 -0.045
C -6.614 -0.544 -4.552 -0.041 0.055 0.090
O -5.204 -0.408 -4.660 0.130 -0.069 -0.202
C -4.566 0.354 -3.642 -0.033 -0.055 0.066
C -4.767 -0.212 -2.247 -0.019 -0.052 0.098
H -7.125 1.325 -5.511 -0.026 -0.087 0.073
H -8.436 0.615 -4.539 0.100 -0.039 0.018
H -7.079 1.427 -3.753 -0.071 -0.043 0.048
H -6.935 -1.149 -5.404 0.233 0.010 0.009
H -6.873 -1.114 -3.655 -0.079 0.083 0.046
H -4.890 1.399 -3.695 -0.051 0.009 0.102
H -3.498 0.352 -3.873 -0.170 -0.101 -0.165
H -5.820 -0.227 -1.959 0.038 0.067 0.029
H -4.227 0.389 -1.511 -0.050 0.025 -0.058
H -4.400 -1.241 -2.196 -0.006 0.056 -0.041
C -1.956 3.798 0.941 -0.068 -0.011 0.107
C -2.573 3.364 -0.378 0.085 0.069 0.182
O -3.944 3.001 -0.273 -0.129 -0.193 -0.095
C -4.830 4.013 0.186 0.060 0.021 -0.032
C -4.855 5.245 -0.702 0.093 0.053 -0.109
H -2.053 3.002 1.688 0.029 0.033 -0.111
H -0.897 4.030 0.809 -0.110 0.012 0.018
H -2.444 4.686 1.347 0.118 0.054 -0.041
H -2.045 2.481 -0.738 -0.318 0.056 0.022
H -2.443 4.135 -1.145 0.009 0.095 0.029
H -4.596 4.278 1.222 0.038 0.083 -0.012
H -5.829 3.568 0.200 0.179 -0.153 -0.049
H -3.881 5.736 -0.748 -0.051 0.031 0.079
H -5.579 5.971 -0.324 0.021 -0.060 -0.017
H -5.133 4.974 -1.724 -0.020 0.006 0.087
C -11.844 -0.649 -2.263 -0.002 0.164 0.000
C -10.668 -1.611 -2.211 -0.059 0.069 0.019
O -9.405 -0.962 -2.173 0.149 -0.023 -0.162
C -9.170 -0.099 -1.067 -0.036 -0.042 0.061
C -9.249 -0.802 0.277 -0.052 -0.139 0.032
H -11.761 0.009 -3.134 -0.020 -0.114 0.066
H -12.785 -1.201 -2.327 0.089 0.026 -0.020
H -11.890 -0.013 -1.377 -0.055 -0.072 0.026
H -10.676 -2.224 -3.115 0.221 0.091 0.042
H -10.764 -2.303 -1.369 -0.055 0.035 0.060
H -9.851 0.757 -1.105 -0.051 -0.015 0.062
H -8.162 0.304 -1.196 -0.082 -0.125 -0.191
H -10.241 -1.220 0.463 0.006 0.097 0.035
H -9.024 -0.101 1.085 0.010 -0.034 -0.065
H -8.533 -1.627 0.320 -0.015 0.097 -0.005
C 0.968 -6.795 -2.410 0.160 -0.033 0.040
C 0.186 -5.503 -2.248 0.054 -0.078 -0.047
O 0.971 -4.420 -1.768 -0.066 0.141 0.211
C 2.076 -4.035 -2.577 -0.047 0.020 -0.104
C 1.678 -3.594 -3.976 -0.160 -0.018 -0.059
H 1.425 -7.087 -1.459 -0.099 0.023 -0.088
H 0.309 -7.600 -2.745 0.030 0.077 0.050
H 1.773 -6.696 -3.140 -0.073 -0.029 -0.057
H -0.607 -5.662 -1.512 0.121 0.190 0.049
H -0.312 -5.225 -3.182 0.042 -0.036 -0.063
H 2.817 -4.840 -2.612 -0.021 -0.032 -0.059
H 2.558 -3.196 -2.068 -0.180 -0.113 0.134
H 1.195 -4.398 -4.536 0.112 -0.007 -0.016
H 2.558 -3.275 -4.539 -0.031 -0.007 0.056
H 0.972 -2.761 -3.926 0.103 -0.047 0.007
C 5.756 -3.784 -1.879 -0.063 -0.115 -0.025
C 7.153 -3.326 -2.262 -0.094 -0.043 0.004
O 7.896 -4.306 -2.974 0.166 -0.080 0.043
C 7.344 -4.743 -4.208 -0.017 0.074 -0.001
C 7.166 -3.626 -5.222 -0.003 0.148 0.014
H 5.805 -4.695 -1.274 0.004 0.128 -0.020
H 5.245 -3.007 -1.304 0.063 -0.069 -0.009
H 5.145 -4.008 -2.755 -0.013 0.092 0.001
H 7.715 -3.111 -1.351 0.123 -0.140 -0.149
H 7.119 -2.391 -2.831 -0.082 0.014 -0.033
H 6.400 -5.271 -4.034 -0.064 0.058 -0.034
H 8.039 -5.482 -4.616 0.045 0.082 0.231
H 6.473 -2.860 -4.869 -0.049 -0.072 -0.052
H 6.775 -4.024 -6.161 0.038 0.003 0.056
H 8.122 -3.135 -5.421 -0.058 -0.076 -0.002
C 1.817 7.566 2.922 -0.061 0.009 0.149
C 1.199 7.132 1.603 0.013 0.047 0.093
O -0.171 6.770 1.710 -0.069 -0.178 -0.060
C -1.058 7.782 2.169 0.050 0.056 -0.039
C -1.084 9.013 1.280 0.090 0.042 -0.109
H 1.721 6.772 3.669 0.044 0.060 -0.113
H 2.877 7.797 2.788 -0.082 -0.047 -0.006
H 1.331 8.455 3.327 0.072 0.040 -0.051
H 1.727 6.246 1.243 -0.239 -0.036 -0.006
H 1.328 7.901 0.836 0.017 0.080 0.038
H -0.823 8.048 3.205 0.029 0.078 -0.013
H -2.057 7.336 2.185 0.182 -0.158 -0.046
H -0.110 9.505 1.233 -0.060 0.038 0.076
H -1.808 9.739 1.659 0.028 -0.062 -0.018
H -1.363 8.741 0.259 -0.021 0.007 0.090
C 4.187 2.461 5.211 0.040 0.149 -0.008
C 4.939 1.141 5.217 -0.030 0.094 0.010
O 6.347 1.288 5.094 0.116 -0.105 -0.142
C 6.994 2.038 6.113 -0.042 -0.025 0.054
C 6.819 1.449 7.503 -0.102 -0.103 0.048
H 4.403 3.019 4.295 -0.050 -0.103 0.073
H 3.110 2.287 5.272 0.090 -0.012 -0.033
H 4.471 3.096 6.053 -0.074 -0.047 0.039
H 4.611 0.547 4.360 0.238 0.007 0.004
H 4.697 0.554 6.109 -0.040 0.052 0.067
H 6.664 3.081 6.082 -0.050 0.001 0.075
H 8.059 2.045 5.865 -0.155 -0.098 -0.171
H 5.771 1.424 7.807 0.048 0.087 0.030
H 7.367 2.043 8.238 -0.013 -0.035 -0.060
H 7.193 0.422 7.533 0.017 0.091 -0.009